ORCA calculation (ωB97M-V/def2-TZVPD) on 3 unconnected molecules or ions with the total composition C29H61N4O2S2 at a distorted geometry.

```
98
Properties=species:S:1:pos:R:3:forces:R:3
S -2.067798 -0.150588 1.003333 0.10 0.01 -0.25
S -4.702162 0.646906 2.087542 0.06 0.05 0.13
O -1.685137 4.491226 0.032072 0.16 0.00 0.36
O 2.041334 0.735901 1.786452 0.08 0.14 0.18
N 1.620797 -7.241811 2.741768 0.03 0.02 0.04
N -3.447486 2.138583 0.319166 1.21 -0.09 0.58
N -3.130326 6.453394 -4.111399 0.04 -0.03 0.03
N 2.790158 -0.091198 1.163486 -0.48 -0.07 -0.29
C 2.820358 -6.770562 3.414047 0.00 -0.01 0.02
C -1.343997 -1.851908 -1.157958 -0.13 0.01 -0.04
C 3.952568 -7.785315 3.407178 0.03 0.03 -0.01
C 0.640665 -6.193795 2.522015 -0.03 0.07 -0.11
C -1.237865 3.145802 -0.045804 -0.06 -0.08 -0.26
C -2.999839 4.622102 0.569327 -0.03 0.15 -0.13
C -2.555343 5.118020 -4.061837 -0.02 -0.08 -0.03
C 3.207141 0.345432 -0.201439 0.30 0.08 -0.06
C -2.366795 2.334081 -0.657317 -0.22 0.19 -0.15
C -3.477225 0.973007 1.060140 -0.52 0.06 -0.22
C 3.200838 1.875543 -0.213828 0.03 0.04 -0.21
C 0.704779 -8.634163 4.684944 -0.03 -0.03 -0.01
C -3.471997 7.031238 -2.823025 -0.10 0.07 0.05
C 2.384751 -1.506859 1.381842 0.11 -0.08 0.14
C -2.327797 7.503910 -1.919222 -0.03 -0.07 0.13
C 1.135917 -1.766953 0.534873 0.01 -0.19 -0.16
C -0.018208 -5.539474 3.742584 -0.04 0.07 -0.07
C -2.483988 7.392670 -5.011810 0.04 -0.02 -0.01
C 1.219092 -1.319780 -0.939308 0.04 -0.15 -0.06
C 2.045879 -1.664889 2.865904 -0.05 -0.51 -0.15
C -3.626123 3.358744 1.155899 -0.70 0.11 -0.09
C -2.538775 -1.257755 -0.376768 -0.05 -0.24 0.04
C -1.089415 4.972733 -3.629434 -0.01 -0.04 0.03
C 4.656628 -0.100566 -0.500723 -0.03 0.04 0.09
C 3.492104 -2.509893 1.043122 0.12 0.17 0.19
C -0.163644 -0.918995 -1.495331 -0.02 -0.12 -0.25
C -2.368710 6.875816 -6.437206 -0.01 0.03 -0.01
C 2.213867 -0.171899 -1.277021 0.04 -0.07 -0.17
C 1.094707 -8.515764 3.205527 -0.02 -0.08 -0.01
H 4.201819 -8.081320 2.387334 -0.03 -0.02 0.00
H -4.141896 7.876951 -3.008057 0.03 0.01 -0.09
H -2.730277 8.111168 -1.105255 -0.02 -0.01 0.00
H -0.065070 -0.880115 -2.587003 0.00 0.14 0.11
H 2.636390 -6.453958 4.453274 -0.01 -0.02 0.00
H -4.695296 3.553582 1.272193 0.11 0.00 0.09
H -1.603571 8.120931 -2.452177 -0.03 -0.01 -0.05
H 1.099549 -1.190802 3.119655 0.18 0.14 0.06
H -0.353305 3.143601 -0.688848 -0.09 0.04 0.06
H -0.138392 -6.594874 1.867268 0.00 -0.03 0.02
H -3.188596 4.523718 -3.396051 0.00 0.02 0.01
H 3.836671 2.274927 0.578385 -0.10 0.00 -0.01
H -2.061986 1.384816 -1.077319 0.08 -0.09 0.08
H 1.947528 -2.739832 3.060156 -0.03 0.12 0.07
H 2.810587 -0.499711 -2.135616 -0.08 0.13 0.04
H 3.704966 -8.682556 3.974856 0.00 0.01 0.01
H -0.512081 -4.616591 3.430087 -0.01 0.00 0.03
H 0.712178 -5.275448 4.508324 0.00 0.00 0.00
H -1.771199 -2.218302 -2.098177 0.03 -0.07 0.15
H 2.192829 2.277242 -0.114624 0.11 -0.03 0.15
H 1.448232 -8.171344 5.335918 0.02 -0.01 -0.01
H 2.854041 -1.283115 3.491630 -0.11 0.08 -0.01
H -2.951553 5.348956 1.386694 -0.07 -0.01 -0.08
H -0.778826 -6.173988 4.195361 0.05 -0.04 0.02
H -1.937644 7.649670 -7.073558 -0.02 0.00 -0.01
H 1.836422 -9.285222 2.982115 0.03 0.03 0.00
H 0.231989 -8.755720 2.578812 -0.02 0.02 0.02
H 3.801195 -2.491323 0.002581 -0.10 -0.08 -0.05
H -0.260214 -8.176922 4.898445 0.03 0.05 0.01
H 5.118067 0.623370 -1.178321 -0.07 -0.12 0.03
H -3.639415 5.056047 -0.209440 0.04 -0.16 0.02
H 1.635792 0.687858 -1.634254 0.04 -0.09 0.12
H 1.542166 -2.190577 -1.524022 0.01 0.04 0.16
H -0.454907 5.729081 -4.094746 0.00 -0.01 -0.02
H 1.141681 -5.410122 1.941875 0.03 0.00 0.03
H -2.775357 2.938434 -1.476890 0.03 -0.14 0.01
H 3.126706 -3.513899 1.278259 0.02 0.10 -0.08
H 0.275495 -1.314120 1.031875 0.13 0.16 -0.01
H -4.073205 6.291099 -2.285614 0.02 0.00 0.02
H -3.232413 3.165990 2.159660 0.05 -0.06 -0.15
H 3.606036 2.205946 -1.176138 -0.07 -0.05 0.08
H -1.484221 7.702075 -4.666795 0.00 -0.02 0.00
H -3.349591 6.610543 -6.833789 0.00 -0.03 0.02
H -0.949299 2.753630 0.938595 -0.01 0.01 -0.10
H -0.711100 3.995039 -3.937734 0.00 0.00 0.00
H 4.718196 -1.077648 -0.976911 0.02 0.05 0.05
H -0.368998 0.103005 -1.171009 -0.08 -0.05 0.14
H 0.973727 -2.852188 0.550050 -0.14 0.14 0.08
H 4.839819 -7.346697 3.865415 0.01 0.00 -0.02
H 3.150005 -5.874932 2.878185 -0.01 0.02 0.02
H -1.721358 6.001197 -6.507311 0.01 0.01 0.00
H -0.996696 -2.742300 -0.627909 0.06 0.11 0.01
H -1.800475 6.665081 -1.466444 0.05 0.03 -0.01
H -3.097887 8.297782 -5.015290 0.02 0.02 0.03
H -3.232055 -0.724971 -1.031692 0.21 0.10 0.01
H 4.373628 -2.327137 1.666145 -0.05 0.00 -0.11
H 0.635782 -9.686915 4.964864 -0.01 0.00 0.00
H -2.673096 4.666733 -5.049206 0.01 0.03 -0.02
H -0.969371 5.045803 -2.548769 0.00 0.05 -0.01
H 5.250558 -0.115822 0.415479 -0.03 -0.01 -0.04
H -3.101661 -2.078750 0.073689 -0.04 0.10 -0.14
```
Forces are in eV/Å.

## Properties
Calculated total energy, eV: -62784.759
Highest occupied orbital energy (alpha / beta), Eh: -0.297 / -0.299
2S+1: 2
Expectation value of S²: 0.75
HOMO-LUMO gap (alpha / beta), hartree: 0.2980 / 0.2994

ORCA calculation (ωB97M-V/def2-TZVPD) on 3 unconnected molecules or ions with the total composition C29H62BN4O3P2S3 at a distorted geometry.

```
104
Properties=species:S:1:pos:R:3:forces:R:3
S -0.978594 -0.174708 5.878901 -0.11 0.07 0.07
S -1.352901 -0.747353 -3.923781 -0.55 0.20 0.09
S 6.976246 -4.042992 -0.730713 0.01 -0.10 -0.07
P -0.361188 -2.574955 -0.972809 0.78 -0.71 1.51
P -0.418285 0.946440 -3.635948 0.14 -0.78 -0.06
O 0.372550 -0.074807 5.267167 -0.01 -0.05 -0.08
O -1.985607 3.533015 0.858003 -0.53 -0.43 -0.39
O 6.752929 -3.149806 0.436628 0.09 0.00 0.05
N -0.124955 2.023276 1.197423 -0.59 0.85 0.22
N -2.439283 0.812448 -1.022675 -0.01 0.29 0.24
N 0.388761 0.072722 -1.234439 -1.11 0.27 -0.30
N -0.399902 -3.498572 0.293235 -0.12 0.13 -0.48
C -3.729478 1.219313 -0.383560 -1.70 -0.88 -0.22
C 3.463097 -0.487724 -1.222870 1.26 0.16 -1.23
C -5.868727 -0.099132 0.148549 0.15 -0.65 -0.25
C -1.401385 1.909683 -1.156938 0.10 1.00 0.47
C 5.105406 -0.174857 0.720792 0.19 -0.71 0.01
C -1.975587 5.338132 -2.757352 0.37 1.21 -0.16
C -0.686952 1.537456 2.481766 0.56 -0.23 0.25
C 4.037459 -0.670354 1.720048 -0.20 0.14 -1.08
C 8.106419 -5.336017 -0.202319 0.10 -0.07 0.03
C -0.471514 -0.778096 -0.425745 0.13 -0.27 -0.62
C -2.974356 2.829357 -2.947749 -0.42 -1.22 0.01
C 4.891191 -0.733962 -0.698034 -0.41 -0.03 0.46
C -4.639388 -3.570250 -0.000481 -0.64 0.74 0.01
C 0.752948 3.170899 1.581156 0.03 -0.58 0.36
C -1.481250 4.336557 -1.963808 1.02 0.13 0.74
C -1.884153 -1.441842 4.975125 0.00 -0.15 0.01
C -4.870758 0.310094 -0.941152 -0.47 1.07 -0.06
C -2.967652 5.103519 -3.669045 -0.50 -0.05 -0.36
C -3.476891 3.824756 -3.739521 -0.63 0.24 -0.89
C 2.335855 1.869313 -0.994623 1.22 0.62 -0.44
C 3.332125 0.954956 -1.785861 -1.85 -0.35 0.21
C -1.948284 3.041237 -2.045811 -0.43 -0.57 0.22
C -0.810088 -1.112394 7.401448 0.02 -0.11 0.07
C -5.423550 -1.353674 0.928909 -1.36 0.20 0.07
C -5.887252 -2.674173 0.253207 1.23 -0.63 0.26
C 1.112395 2.325431 -1.818523 -0.02 -0.08 0.62
C 8.136996 -3.212183 -1.824079 0.11 0.05 -0.04
C -1.966489 -0.419799 -0.316535 0.39 -1.05 -0.10
C -0.113977 1.318866 -1.794116 1.09 0.38 -0.65
B -1.201620 2.556115 0.344699 1.09 -0.77 0.60
H 4.290098 1.455949 -1.926455 0.04 -0.19 0.24
H -2.063205 -1.076351 3.965493 0.03 0.05 0.02
H 8.988714 -4.888695 0.255528 -0.04 0.06 0.00
H -1.408986 -2.792288 -1.891853 0.13 0.37 -0.07
H -6.812055 -0.337012 -0.352907 0.03 0.06 0.15
H 0.875544 -2.695586 -1.656957 -0.38 0.45 -0.45
H -5.934167 -1.315283 1.897045 0.38 0.07 0.07
H 5.162998 0.917423 0.651401 0.00 -0.07 0.31
H -3.736350 1.086026 0.700031 0.75 0.08 -0.09
H -4.014102 -3.513566 0.893857 0.12 -0.21 -0.18
H 0.164985 1.311601 3.130842 -0.21 -0.14 0.04
H 8.421289 -3.886493 -2.632138 -0.04 -0.01 0.01
H -0.061681 -0.814663 0.589679 -0.08 -0.03 -0.07
H 3.686531 -1.641290 1.348772 0.12 -0.07 0.39
H -1.248007 0.601546 2.381252 0.00 0.15 -0.18
H -0.288249 -2.048310 7.201441 0.01 0.03 -0.06
H -6.440456 -2.482578 -0.669785 0.08 -0.03 0.05
H -2.682999 0.513466 -1.979184 0.29 -0.16 0.03
H -4.096054 -3.133234 -0.847079 0.20 -0.38 0.06
H 1.194572 3.646352 0.704276 -0.08 0.08 0.12
H 2.896035 0.869010 -2.792675 0.31 0.03 -0.01
H -3.360412 5.879754 -4.313599 0.08 0.03 0.10
H -4.034917 2.240245 -0.604973 0.60 0.03 -0.13
H 0.453889 -4.041632 0.363857 -0.18 -0.11 0.29
H 0.204074 3.885031 2.209428 0.08 0.16 -0.30
H 3.155855 -0.019274 1.675354 0.10 -0.03 0.40
H 2.684358 -0.746687 -0.506416 0.16 0.23 0.14
H -0.232540 -0.514812 8.103701 0.00 0.05 -0.06
H 9.017561 -2.903102 -1.260524 -0.04 -0.02 0.05
H 2.904407 2.790643 -0.799057 -0.25 -0.02 0.10
H 1.551040 2.767347 2.212888 0.08 0.09 -0.24
H -0.961043 2.058383 -4.304602 0.31 0.03 0.09
H 8.391009 -5.943072 -1.061887 -0.04 0.01 -0.01
H -1.294828 -2.358013 4.931741 0.04 0.04 0.00
H 0.839119 -0.451880 -1.976389 0.12 -0.11 0.22
H 0.840736 3.325973 -1.478083 -0.26 -0.16 -0.08
H -6.100447 0.740108 0.814327 0.26 0.02 -0.10
H 3.333892 -1.168595 -2.079227 -0.10 -0.01 0.19
H -5.433686 0.925878 -1.654143 0.22 -0.15 -0.13
H -0.682889 4.611681 -1.281819 -0.16 -0.11 0.07
H -1.798099 -1.309408 7.817826 -0.01 0.04 -0.02
H 0.893839 0.817644 -4.145811 -0.13 0.35 0.17
H -6.535221 -3.248849 0.919770 -0.17 0.34 -0.04
H -3.409753 1.838025 -3.075294 0.02 0.14 -0.06
H 2.089697 1.461677 -0.016607 -0.23 -0.10 -0.20
H -4.890538 -4.614945 -0.182912 0.07 0.12 -0.21
H -4.491804 -0.539906 -1.519435 -0.01 -0.09 0.29
H 6.064031 -0.575286 1.065561 0.06 0.36 -0.10
H -1.300908 2.283507 3.005966 -0.03 -0.06 -0.16
H -4.344051 -1.357401 1.109308 -0.09 0.00 0.01
H 7.642654 -2.335708 -2.239263 -0.06 -0.03 0.04
H -1.568482 6.339901 -2.668879 0.04 -0.11 0.07
H 5.618274 -0.254332 -1.365207 -0.17 -0.08 -0.08
H -2.784839 3.712420 0.346049 0.21 0.40 -0.03
H 7.591687 -5.958002 0.527197 -0.06 0.05 -0.02
H -2.542552 -1.247346 -0.744711 -0.16 0.28 -0.04
H 1.477623 2.452485 -2.844233 -0.19 0.17 0.05
H -2.238318 -0.415548 0.737695 -0.04 0.56 -0.12
H 5.123499 -1.803490 -0.717401 -0.12 0.14 0.25
H 4.412658 -0.783879 2.734794 -0.12 0.16 -0.03
H -2.838336 -1.627958 5.468741 0.00 0.04 0.01
H -4.265004 3.606459 -4.452885 0.04 -0.07 0.12
```
Forces are in eV/Å.

## Properties
Total charge: +1
Energy relative to the best compared isomer or geometry (same formula, charge and spin), eV: 0.000
Calculated total energy, eV: -94933.273
Highest occupied orbital energy, Eh: -0.385
HOMO-LUMO gap, hartree: 0.3097